Entry 1:
Density functional theory data (the ωB97M-V functional and the def2-TZVPD basis) for a molecular structure, C25H14Co2O6S.

Output
total energy = -4575.9887 Ha
energy relative to the best compared isomer or geometry (same formula, charge and spin) = 99.1 kcal per mole
molecular weight = 560.3 g/mol
E_HOMO = -6.18 eV

Structure (ORCA input):
```
! wB97M-V def2-TZVPD RIJCOSX def2/J DEFGRID3
* xyz 0 1
O -1.69606 0.91002 2.00343
C -0.62582 0.79467 2.37083
Co 1.04230 0.51526 2.94696
C 2.09799 1.94601 2.51224
O 2.74560 2.83567 2.22216
C 0.96021 0.28583 4.73048
O 0.87894 0.10624 5.85143
C 1.21938 -1.56918 2.63182
C -0.21117 -2.01243 2.72550
C -0.80481 -2.08505 3.97751
C -2.15533 -2.31925 4.11050
C -2.93160 -2.53031 2.99497
C -2.35903 -2.48689 1.74384
C -1.00863 -2.25549 1.61676
C 1.78040 -0.73152 1.55109
C 1.34183 -0.91976 0.18161
Co 3.25925 -1.71370 2.63881
C 3.12157 -2.18548 4.38820
O 2.99555 -2.48742 5.47782
C 4.47127 -0.35631 2.55656
O 5.22632 0.49264 2.49493
C 3.67411 -3.16403 1.65390
O 3.92785 -4.08156 1.02819
H -0.18753 -1.92778 4.84867
H -2.61288 -2.29144 5.08628
H -3.97502 -2.77337 3.10087
H -2.97655 -2.58928 0.86586
H -0.56362 -2.25713 0.63885
H 2.07459 -0.96206 -0.60884
H 0.37231 -0.54304 -0.08279
C -3.36643 1.74830 -5.37949
C -2.37706 0.87258 -5.03251
C -1.17122 1.33945 -4.45579
C -1.00876 2.73805 -4.24587
C -2.05133 3.60618 -4.61733
C -3.20417 3.11884 -5.17074
C 0.20105 3.21095 -3.67200
C 1.19517 2.34701 -3.33038
C 1.05305 0.95100 -3.53833
S 2.28239 -0.09599 -3.13108
C -0.12918 0.46983 -4.09238
H -4.27949 1.38194 -5.81961
H -2.50409 -0.18299 -5.19970
H -1.92837 4.66357 -4.46236
H -3.99329 3.79774 -5.44831
H 0.32339 4.26953 -3.51489
H 2.11347 2.70929 -2.89821
H -0.23657 -0.58915 -4.24946
*
```

natural (NBO) population analysis, charges in e, atoms 1 to 5: -0.4403, 0.6099, 0.0927, 0.5115, -0.4326


Entry 2:
Density functional theory data (the ωB97M-V functional and the def2-TZVPD basis) for a molecular structure, C25H16Cl3CuO2P.

Output
total energy = -4475.1527 Ha
energy relative to the best compared isomer or geometry (same formula, charge and spin) = 10.7 kcal per mole
molecular weight = 549.3 g/mol
E_HOMO (spin up / spin down) = -6.96 / -7.47 eV

Structure (ORCA input):
```
! wB97M-V def2-TZVPD RIJCOSX def2/J DEFGRID3
* xyz 0 2
Cu -0.48415 -0.11088 0.54839
O -0.64862 1.78022 1.92843
C -0.25522 0.72581 2.35945
C 0.58821 0.18735 3.39056
C 0.62751 0.69989 4.69718
C 1.25851 -0.02231 5.68702
C 1.86583 -1.24762 5.40608
C 1.86333 -1.74586 4.11305
C 1.24466 -1.02643 3.10244
P 1.12165 -1.39975 1.34486
C 2.69231 -1.02236 0.53188
C 2.62389 -0.63602 -0.80953
C 3.79279 -0.36434 -1.50242
C 5.02125 -0.46321 -0.86203
C 5.08553 -0.83513 0.47312
C 3.92291 -1.11940 1.17415
C 0.90577 -3.19846 1.19109
C 1.79702 -4.01788 0.50771
C 1.54301 -5.37764 0.40506
C 0.40394 -5.92106 0.98234
C -0.48864 -5.10282 1.66188
C -0.24400 -3.74365 1.76323
H 0.13755 1.64051 4.91306
H 1.28144 0.36000 6.69916
H 2.34198 -1.80286 6.20284
H 2.33597 -2.69452 3.88792
H 1.65518 -0.54564 -1.29247
H 3.74159 -0.06479 -2.54083
H 5.93084 -0.24223 -1.40490
H 6.04529 -0.90188 0.96891
H 3.97065 -1.40449 2.21780
H 2.68375 -3.59409 0.05364
H 2.23417 -6.01728 -0.12798
H 0.20695 -6.98156 0.89847
H -1.38169 -5.52475 2.10410
H -0.94478 -3.09547 2.27790
Cl -5.62619 -1.58213 -4.25521
C -4.19727 -1.14809 -3.37350
C -4.18253 -1.24296 -1.99603
C -3.03186 -0.89263 -1.31375
Cl -3.00900 -1.03290 0.42081
C -1.85764 -0.43104 -1.94051
O -0.77471 -0.09333 -1.31808
C -1.94004 -0.36685 -3.35198
Cl -0.53538 0.16929 -4.20753
C -3.07324 -0.71108 -4.05837
H -5.05285 -1.58722 -1.45573
H -3.08128 -0.63953 -5.13655
*
```

natural (NBO) population analysis, charges in e, atoms 1 to 5: 0.9080, -0.4983, 0.3446, -0.1855, -0.1703